Entry 1:
Computed, not measured: a single C3H7NOS2 molecule, with ωB97M-V with the def2-TZVPD basis set.

**Energy above the lowest of the compared OMol25 structures with the same formula, charge and spin**: 154.6 kJ/mol
**Structure (SMILES)**: N[C@H](C=O)CSS
**Multiplicity**: 1
**Gap between HOMO and LUMO**: 9.541 eV
**Calculated total energy**: -28431.640 eV
**Net charge**: 0
**E_HOMO**: -0.3309 hartree

CARTESIAN COORDINATES (ANGSTROEM)
H 0.87528 2.55699 0.49104
C -0.26021 0.16767 0.26364
S 0.82393 -1.17019 -0.59888
H -1.12881 -0.45704 0.20593
H 1.67038 1.98366 -0.80865
N 0.76410 2.30858 -0.48606
H 0.16666 0.47635 1.21196
C -1.48205 2.34376 -0.23705
S 0.66037 -2.68701 0.70862
C -0.35036 1.36460 -0.63538
H -0.37251 1.08744 -1.70329
O -1.98380 2.30525 0.84547
H -1.66637 3.08170 -1.06925
H -0.20701 -3.29340 -0.09903

Entry 2:
Computed, not measured: a molecular structure, C33H42BF3N7PbS4, with ωB97M-V with the def2-TZVPD basis set.

**Multiplicity**: 1
**Gap between HOMO and LUMO (alpha / beta)**: 4.772 / 4.117 eV
**Calculated total energy**: -102743.189 eV
**Net charge**: +1
**E_HOMO (alpha / beta)**: -0.3302 / -0.3041 hartree

CARTESIAN COORDINATES (ANGSTROEM)
C 12.75469 7.90704 13.39005
C 6.67439 5.29245 11.87412
C 13.97345 9.87717 12.25171
H 14.59572 10.68997 12.55000
C 11.61779 4.64301 20.36511
H 9.37187 7.12402 20.57353
C 13.10811 6.83257 12.55197
N 11.64834 7.91185 14.04706
H 7.00816 8.56776 17.89774
C 12.89872 5.14984 20.26072
N 8.75639 6.32438 12.32407
H 6.17965 10.30634 16.68127
N 10.23182 6.95521 16.60072
H 14.20879 6.25930 19.00322
F 9.98793 4.07602 22.05997
C 8.29818 8.30764 16.26291
C 7.54467 9.30721 15.43055
C 9.17474 7.32675 9.77582
H 5.87299 6.25625 9.85666
H 8.91191 8.22780 10.40821
C 13.14958 5.98757 19.13550
H 8.39702 8.94965 13.49736
S 7.52494 4.68723 15.69184
C 10.62881 5.07054 19.49238
H 5.70088 8.06422 15.77038
C 11.22359 3.72420 21.50147
H 8.87255 5.10199 8.30957
H 7.80306 10.74227 17.15272
C 7.95195 8.12630 17.61119
C 5.42238 3.82149 13.45796
H 7.83263 10.60999 13.87779
H 5.89234 5.03673 11.16328
C 6.25456 8.57850 14.94450
C 7.58246 5.13700 14.02723
H 7.89295 8.11909 20.30562
H 15.56703 7.88904 13.13486
H 13.76170 10.86466 14.69139
C 9.87535 6.75624 17.85186
N 10.94090 5.99829 18.49857
C 8.73553 7.30848 18.47135
C 8.06790 6.29115 9.96471
Pb 9.02608 2.53069 15.40920
H 13.65120 4.82845 20.96886
F 12.09777 3.72452 22.55545
C 15.11626 8.53810 13.95315
C 12.94688 4.51834 11.82684
H 9.01429 7.59660 8.70986
H 7.60406 4.29434 9.27515
N 9.32832 7.54063 15.78461
H 13.78659 7.07372 11.68618
B 9.52605 6.71989 14.56857
C 12.19315 6.41299 18.25914
C 7.19249 10.53207 16.27198
H 15.09867 7.82930 14.83860
C 13.75082 9.05642 13.48886
H 14.45732 9.30479 11.44513
H 9.26497 4.59466 9.91565
H 13.43610 3.68742 12.36781
H 4.97534 3.60180 12.50984
C 6.53979 4.76392 13.15308
C 8.46559 4.98463 9.31681
H 12.27709 7.07469 17.36889
H 4.66602 4.31929 14.06633
C 13.19784 9.94452 14.61135
H 12.16876 10.22298 14.34561
H 5.77278 2.96494 14.00329
H 7.15358 11.45344 15.67288
H 6.63570 7.86309 9.89702
S 11.30204 4.06474 14.61832
H 13.70283 4.85338 11.15492
C 12.55702 5.62172 12.73462
C 8.34943 9.74703 14.24726
H 12.07968 4.15042 11.27656
H 13.04341 10.25569 11.79713
H 13.09696 9.47028 15.54795
F 11.13353 2.36637 21.19073
H 10.16968 6.91557 9.97002
H 5.58908 9.37765 14.54412
C 7.84422 5.97588 11.45646
C 6.75326 6.83738 9.55171
S 9.05571 4.28468 18.96711
N 8.52688 6.05888 13.63917
N 10.96748 6.70323 14.09338
H 15.84470 9.30002 14.11775
H 6.58238 6.92957 8.49209
H 7.81321 6.34958 20.24922
H 9.39236 10.01242 14.51298
C 8.44828 7.19125 19.98097
S 9.72020 2.61105 17.99711
C 11.55327 5.56782 13.73810
H 6.35137 7.85397 14.15047

Entry 3:
Computed, not measured: a molecular structure, C40H41Cl3IN6O4SSeTc, with ωB97M-V with the def2-TZVPD basis set.

**Energy above the lowest of the compared OMol25 structures with the same formula, charge and spin**: 25.8 kJ/mol
**Multiplicity**: 4
**Gap between HOMO and LUMO (alpha / beta)**: 8.158 / 6.076 eV
**Calculated total energy**: -183319.840 eV
**Net charge**: +1
**E_HOMO (alpha / beta)**: -0.3920 / -0.3920 hartree

CARTESIAN COORDINATES (ANGSTROEM)
C 6.10730 -3.89620 2.04015
H 2.90330 -4.82166 -1.21856
H 7.13520 -3.66078 3.90854
S 2.12339 -3.89362 1.42763
C 1.67491 -0.92636 2.30298
C 3.77246 -3.66207 3.55082
C 2.35808 -0.88323 -3.98897
H -0.13935 4.93853 -0.53622
C -2.49082 -0.84295 -3.12111
C 4.87948 -3.97503 1.41032
O 2.47411 0.87317 -2.34805
C 5.62575 0.33327 0.60376
C 2.52281 -6.94230 -1.18378
C 6.17042 -3.71514 3.42035
O -2.09931 4.23935 0.91612
Cl 1.54369 0.09375 -5.21450
C -2.80681 2.74048 -0.90335
C 0.24265 1.69244 -0.62042
C -3.95049 1.96581 1.26567
I 7.54643 -1.31745 -1.18499
H -1.96538 1.48490 0.67255
C -3.58962 1.97827 2.61012
H -0.11323 1.31256 -1.56489
H 1.18623 -8.64066 1.43042
H -1.09147 6.65691 -1.53141
C -6.23213 2.45273 1.92163
H -7.26701 2.63341 1.66209
H 3.84151 1.01342 1.50437
C -4.19837 5.51974 -0.60758
H -2.55497 1.80626 2.88548
H -4.83513 4.63805 -0.69485
O 2.26784 -2.93371 0.21660
H -3.53628 4.26595 -2.96970
C -4.18347 -1.75159 -1.67799
C -2.90381 5.11392 -2.70127
H -2.59805 7.46319 -1.13708
C 1.59168 -6.53884 1.41045
Se -0.75511 -1.81619 0.58809
C 3.72663 -3.85746 2.17929
H -5.60212 2.17659 -0.09685
C -2.79206 5.31116 -1.18471
H -4.69012 6.33095 -1.14726
H 2.86980 -7.10338 -2.19600
N 4.31345 0.39841 0.86766
H -3.35085 6.00514 -3.14650
C 1.57441 -7.80996 0.85656
C -5.84160 2.46468 3.25042
C -4.52411 2.22551 3.60502
C 5.79633 -0.65952 -0.33939
C 2.04062 -8.00921 -0.43503
C -1.91100 -1.57287 -0.90690
H -2.26532 2.31441 -1.75522
C -5.28422 2.20114 0.94050
H 1.71259 1.73461 2.18093
H -4.16373 5.81592 0.44387
H -3.52905 -2.36112 0.27185
H -0.49801 3.90645 -1.93165
O 1.57199 -1.11891 -1.78171
H 1.21491 -6.36722 2.41304
C 4.51382 -1.14753 -0.59010
H 6.33379 0.98311 1.09335
H -3.00082 4.21443 1.26008
C -0.63471 4.03023 -0.85958
N 3.62111 -0.49449 0.14708
N 0.96527 1.02751 0.27513
H 4.81594 -4.12615 0.33930
H -5.21264 -2.03575 -1.49811
H 1.94468 -1.88049 -4.03113
H -1.92836 4.97883 -3.17577
N 0.08518 2.93842 -0.20480
C -1.98638 6.58875 -0.90834
H -1.69165 6.65089 0.14032
H -2.19267 -0.42580 -4.07581
H -0.49839 -0.79133 -2.32574
H -4.55558 -1.04335 -3.67071
C -1.53570 -1.03382 -2.13179
H -4.23529 2.23775 4.64781
C -3.81452 -1.19348 -2.89585
C 1.19789 1.95077 1.25828
Tc 1.51712 -1.00292 0.23499
Cl 4.10112 -1.01213 -4.28312
H 4.19852 -1.92801 -1.26317
H 7.01688 -3.98076 1.45881
H 2.01835 -9.00171 -0.86693
C -2.12323 4.07186 -0.49287
C 2.09589 -5.48956 0.65658
C -2.92752 1.67345 0.19134
Cl -7.01771 2.78136 4.48559
C 5.01313 -3.60094 4.17349
C 2.13833 -0.25771 -2.60452
C 2.55539 -5.66814 -0.64045
H 2.85906 -3.52744 4.11776
H 5.07056 -3.44813 5.24323
N 1.83930 -0.91674 3.44834
H -3.21284 0.74219 -0.30346
C -3.23702 -1.94168 -0.68372
N 0.68513 3.11783 0.99237
H -3.80641 2.93703 -1.28919

Entry 4:
Computed, not measured: a molecular structure, C29H26AuGe2N3S2, with ωB97M-V with the def2-TZVPD basis set.

**Multiplicity**: 2
**Gap between HOMO and LUMO (alpha / beta)**: 5.918 / 5.717 eV
**Calculated total energy**: -173361.082 eV
**Net charge**: -1
**E_HOMO (alpha / beta)**: -0.1661 / -0.1570 hartree

CARTESIAN COORDINATES (ANGSTROEM)
C -2.24478 1.28124 -4.71734
C 0.36446 -3.50789 4.80061
H 2.25174 1.93926 -3.87943
H -0.14330 -2.75186 1.53104
H 0.45208 -1.85305 -1.91430
Ge -0.10309 0.26870 0.26979
C 2.09564 -3.04630 -1.25454
C 0.59333 -3.43878 3.42909
C -0.40797 2.80297 -1.22853
H -2.59351 -1.84152 4.90969
C 1.19279 -1.99911 -1.14075
C -2.60069 0.63331 -2.40058
C 2.29317 2.25559 2.17039
C 1.21817 1.28522 -2.11621
H 1.03299 4.08543 -4.01452
C -0.30277 -2.79135 2.59968
N -2.36462 -1.52074 2.37060
N -1.22969 -0.73286 -7.43891
C 2.17446 -1.38591 0.95472
C 0.25132 1.57183 -1.15094
H 2.04639 -3.70470 -2.11289
H 2.21238 -0.75473 1.83503
H -0.65607 0.16179 4.08707
C -1.53162 -0.41502 -6.37631
H 3.06369 1.48603 2.12416
H 2.44391 2.84904 3.07452
C 0.33205 0.60001 3.97637
C -1.91413 -1.00172 -4.04057
Ge 0.49526 1.49859 2.25855
H 1.47816 -3.89300 3.00064
H 3.74677 -4.08351 -0.35214
C -2.59588 1.59026 -3.41649
C 3.04636 -3.26190 -0.26528
H 2.40146 2.90398 1.30040
H -2.86350 2.61015 -3.17394
H -0.57608 3.72722 1.57336
H -1.65952 -2.02243 -4.29268
H 3.82653 -2.58566 1.61579
C -0.78932 -2.93509 5.33332
C 1.21773 -1.14813 -0.03285
C -1.90319 -0.04079 -5.03307
H 1.06506 -0.19793 4.10798
C 3.08938 -2.42523 0.83820
N -2.21149 3.17375 -6.48644
C -0.12127 3.70339 -2.24281
C 1.50331 2.18699 -3.13677
S -2.17546 -1.98184 -1.53086
H 1.07193 -4.01111 5.44739
C -1.45935 -2.17554 3.12135
C -2.24243 -0.70341 -2.70731
H -0.60152 3.51909 3.33354
C 0.82792 3.39264 -3.20809
Au -2.44317 -0.59167 0.61989
H -1.77310 2.65886 2.31574
C -2.22149 2.32622 -5.70933
H -0.65394 4.64559 -2.29210
H 0.47809 1.34863 4.75838
H 1.75853 0.34867 -2.07868
C -0.74204 3.01080 2.37750
H -1.16167 3.05425 -0.49827
H -0.98265 -3.00086 6.39730
S -3.06528 1.17218 -0.80261
C -1.69050 -2.28805 4.51345

Entry 5:
Computed, not measured: 2 unconnected molecules or ions with the total composition CBrF2NO2, with ωB97M-V with the def2-TZVPD basis set.

**Energy above the lowest of the compared OMol25 structures with the same formula, charge and spin**: 206.8 kJ/mol
**Multiplicity**: 1
**Gap between HOMO and LUMO (alpha / beta)**: 9.498 / 7.805 eV
**Calculated total energy**: -82093.907 eV
**Net charge**: 0
**E_HOMO (alpha / beta)**: -0.3829 / -0.3463 hartree

CARTESIAN COORDINATES (ANGSTROEM)
F -0.79393 -1.59712 -0.44866
O 2.30139 -0.10934 0.35299
C -0.97999 -0.48900 0.21316
Br -1.76353 0.90066 -0.92179
F -1.44818 -0.69353 1.44484
O 1.29789 1.53588 -0.54767
N 1.38636 0.45245 -0.09286